1.
# C23H35OPtS

A molecular structure, C23H35OPtS in a non-equilibrium geometry (wB97M-V/def2-TZVPD, OMol25).

```
61
Properties=species:S:1:pos:R:3:forces:R:3:lowdin_charge:R:1
C -0.0657 2.4919 0.0666 0.94 0.47 -0.21 -0.291
C -0.8652 1.8692 -0.9627 0.09 0.34 -0.46 -0.285
C 0.0277 1.2333 -1.8882 0.22 0.68 -0.74 -0.269
C 1.3817 1.4448 -1.4379 -0.60 0.13 -0.98 -0.219
C 1.3218 2.2381 -0.2431 -0.65 1.27 0.57 -0.268
Pt 0.1646 0.1920 0.3035 -0.64 -1.92 -0.16 1.220
C 1.7116 -1.7835 1.0682 1.39 -1.54 1.09 -0.388
C 1.1448 -1.0087 2.0864 -0.25 0.47 -0.55 -0.217
H 0.3593 -1.4707 2.6961 0.34 0.20 -0.38 0.101
C 1.3780 0.4085 2.1953 0.48 -0.40 1.17 -0.142
H 2.3947 0.7727 2.0015 -0.59 -0.04 -0.15 0.057
H 0.8776 0.9302 3.0200 0.40 -0.29 -0.37 0.044
C 1.3270 -3.2396 0.9556 -0.03 -0.08 0.06 -0.052
H 0.3201 -3.4218 1.3630 0.38 0.08 -0.12 0.088
H 1.3359 -3.5781 -0.0936 0.05 0.12 0.39 0.083
H 2.0555 -3.8595 1.5164 -0.29 0.21 -0.23 0.100
C 3.0177 -1.4093 0.3961 -0.25 0.18 -0.18 -0.043
H 3.2629 -0.3399 0.4912 -0.04 -0.38 -0.04 0.054
H 3.8417 -1.9891 0.8612 -0.39 0.25 -0.17 0.109
H 3.0114 -1.6720 -0.6750 -0.02 0.05 0.35 0.080
C -2.3603 1.9488 -1.1009 0.06 -0.10 -0.11 -0.013
H -2.8549 1.9836 -0.1176 0.16 0.11 -0.32 0.063
H -2.6512 2.8555 -1.6646 0.12 -0.37 0.26 0.111
H -2.7513 1.0715 -1.6410 0.16 0.33 0.17 0.092
C -0.3870 0.6432 -3.2049 -0.05 0.16 -0.20 -0.023
H -1.3077 0.0463 -3.1121 0.34 0.21 -0.04 0.093
H -0.5755 1.4639 -3.9235 0.05 -0.31 0.26 0.109
H 0.3910 -0.0092 -3.6263 -0.36 0.39 0.11 0.075
C 2.6285 1.0816 -2.1958 0.07 -0.15 0.13 -0.005
H 2.5123 0.1305 -2.7403 0.04 0.44 0.17 0.074
H 2.8709 1.8611 -2.9437 -0.18 -0.26 0.32 0.114
H 3.4989 0.9847 -1.5272 -0.35 0.07 -0.25 0.081
C 2.5039 2.8520 0.4510 0.04 0.00 0.03 -0.024
H 3.3808 2.1830 0.4439 -0.34 0.25 -0.01 0.082
H 2.7979 3.7845 -0.0675 -0.12 -0.37 0.20 0.110
H 2.2757 3.1078 1.4972 0.08 -0.08 -0.41 0.084
C -0.5921 3.3404 1.1920 0.04 0.20 -0.08 -0.030
H 0.1115 3.3605 2.0399 -0.23 0.04 -0.35 0.082
H -0.7503 4.3836 0.8579 0.05 -0.45 0.15 0.110
H -1.5544 2.9539 1.5646 0.30 0.29 -0.26 0.061
C -0.3658 -1.5264 -0.9722 -0.33 -0.32 -0.15 -0.224
C -1.5725 -2.2341 -0.7471 -0.08 -0.15 -0.12 -0.117
C 0.3932 -1.9371 -2.0949 0.02 -0.21 0.08 -0.172
C -1.9904 -3.2798 -1.5879 0.20 0.18 -0.08 -0.069
H -2.2055 -1.9687 0.1066 0.34 -0.29 -0.50 0.057
C -0.0115 -2.9795 -2.9415 0.01 0.20 0.31 -0.074
H 1.3359 -1.4252 -2.3266 -0.38 -0.35 0.15 0.070
C -1.2130 -3.6591 -2.6908 0.02 0.19 0.25 -0.069
H -2.9310 -3.8017 -1.3753 0.40 0.25 -0.10 0.110
H 0.6112 -3.2597 -3.7995 -0.26 0.12 0.38 0.113
H -1.5376 -4.4740 -3.3472 0.15 0.35 0.29 0.111
C -3.6844 -0.1313 2.3032 -2.14 1.13 -0.99 -0.219
S -1.9306 0.0685 1.8112 -1.27 -2.63 3.03 0.840
C -1.5808 1.0272 3.3572 0.02 0.50 0.93 -0.229
O -1.7473 -1.4245 2.1022 1.24 1.37 -0.42 -0.537
H -4.2105 0.8448 2.2468 0.17 -0.47 0.17 0.064
H -3.7832 -0.5805 3.3158 0.70 0.46 -0.70 0.088
H -4.1835 -0.8172 1.5861 0.62 0.43 0.30 0.072
H -1.1703 0.3413 4.1271 -0.31 0.15 -0.66 0.090
H -0.9146 1.8811 3.2590 0.26 -0.41 -0.39 0.014
H -2.4976 1.5004 3.7660 0.22 -0.69 -0.45 0.073
```
Positions in Å, forces in eV/Å.

Computed properties:
* max |F|: 4.21 eV/Å
* expectation value of S²: 6.033
* electronic energy: -40534.6705 eV
* multiplicity: 5
* relative energy (zero: lowest compared OMol25 entry of this formula, charge and spin): 133.2 kJ/mol
* total charge: +1

=====

2.
# C31H42F16N5O11PS

3 unconnected molecules or ions with the total composition C31H42F16N5O11PS in a non-equilibrium geometry (wB97M-V/def2-TZVPD, OMol25).

```
107
Properties=species:S:1:pos:R:3:forces:R:3:lowdin_charge:R:1
C -0.0165 3.5163 -0.9986 0.42 -0.23 0.82 -0.074
C 0.5868 2.1999 -0.4377 0.18 0.91 -1.07 -0.215
C -0.5229 1.2695 0.0940 0.55 0.59 0.92 -0.298
C -0.8596 1.8944 1.4699 -0.11 0.31 0.25 -0.057
C -0.2920 -0.2984 -0.0120 -1.13 -0.50 -0.19 -0.193
S 1.4750 -0.4289 0.6006 1.55 1.25 -0.22 0.805
O 2.3980 -0.0269 -0.4120 -0.49 -0.58 -0.52 -0.230
O 1.5754 0.3459 1.8125 -0.92 -0.67 0.56 -0.300
C 2.2938 -2.0537 1.1363 0.70 0.61 0.21 -0.689
F 3.5375 -1.6444 1.2938 0.64 0.34 -0.02 0.162
F 2.3111 -3.0050 0.2378 -0.53 -0.58 -0.35 0.166
F 1.9118 -2.4828 2.3235 -0.72 -0.47 0.30 0.134
C -1.3854 -1.0811 0.8683 -0.22 0.47 0.03 -0.320
C -2.7632 -0.3383 0.8821 0.03 0.48 0.37 -0.040
P -1.0965 -1.2165 2.7509 -1.16 -0.46 1.03 0.823
O -2.3974 -1.3194 3.4594 -0.04 0.03 -0.21 -0.408
N -1.7731 -2.4128 0.2506 1.27 0.10 -0.32 0.141
C -1.3143 -3.6403 0.8123 -0.58 -0.38 0.12 -0.667
F -1.4207 -4.6654 -0.0200 -0.15 -0.32 -0.31 0.172
F -2.0348 -3.9528 1.8953 -0.14 0.03 0.41 0.161
F -0.0586 -3.5827 1.1938 0.60 0.25 0.12 0.160
C -2.2917 -2.3212 -1.0090 0.41 0.06 -0.11 -0.246
N -3.2083 -3.1828 -1.4106 0.29 -0.61 -0.03 0.002
C -4.0102 -4.0383 -0.5453 -1.33 0.12 0.73 -0.036
C -5.2931 -3.3538 -0.0213 0.24 -0.11 0.64 -0.342
C -5.5210 -3.6770 1.4472 -0.34 -0.33 -0.55 -0.013
F -6.3789 -3.8533 -0.7346 0.06 0.26 -0.27 -0.009
N -3.4432 -3.2589 -2.7763 -0.02 -0.23 -0.39 0.186
C -4.5955 -3.2271 -3.2124 -2.11 0.17 0.10 -0.221
O -5.6864 -3.2140 -3.6304 2.15 -0.09 0.25 0.249
N -1.8741 -1.2940 -1.8059 -0.91 0.62 1.53 0.210
C -2.9987 -0.4736 -2.3147 -0.06 -0.09 -0.59 -0.602
F -2.9933 0.7925 -2.0340 0.28 0.52 0.37 0.200
F -4.1531 -0.9094 -1.7444 -0.35 -0.29 -0.06 0.124
F -3.1302 -0.6300 -3.6168 0.15 0.07 -0.36 0.200
C -0.4738 -0.8012 -1.5272 1.43 -0.30 -0.52 -0.143
C 0.4652 -1.9380 -2.0381 -0.73 -0.98 -0.38 -0.118
C 0.2326 -3.4444 -1.9150 0.78 -0.54 -0.38 -0.189
C 1.1628 -4.1380 -2.9556 -0.69 -0.11 0.27 -0.153
C 1.5745 -5.5410 -2.5034 0.56 -0.15 -0.92 -0.188
N 2.9540 -5.5591 -1.9619 -1.07 0.60 0.95 0.074
C 3.1758 -6.1018 -0.7005 0.20 -0.26 -0.16 -0.543
C 2.4492 -7.3541 -0.2939 -0.14 -0.08 0.29 0.002
O 3.9882 -5.5995 0.0418 0.28 0.20 0.21 0.060
C 0.0070 0.3724 -2.5843 0.41 1.08 -0.33 -0.665
O 1.1757 0.2725 -2.9368 0.31 -0.51 0.04 0.022
O -0.7918 1.2599 -2.8606 -0.96 -0.14 0.03 0.034
H -1.0942 3.4609 -1.1297 -0.04 -0.03 -0.30 0.077
H 0.4816 3.7899 -1.9209 -0.23 -0.03 -0.23 0.079
H 0.1817 4.3199 -0.2953 -0.07 0.06 0.08 0.060
H 1.2106 1.8107 -1.2315 -0.21 -0.48 0.01 0.087
H 1.2887 2.5055 0.3354 -0.06 -0.41 0.33 0.101
H -1.3730 1.5052 -0.5320 -0.02 -0.54 -0.38 0.102
H 0.0228 2.1982 2.0255 0.18 -0.19 -0.07 0.079
H -1.3958 2.8211 1.2619 -0.05 0.03 -0.09 0.101
H -1.4907 1.3599 2.1675 -0.11 -0.14 -0.10 0.038
H -2.9262 0.2103 1.7998 0.06 0.02 0.10 0.069
H -3.5721 -1.0596 0.8882 0.01 -0.12 -0.18 0.085
H -2.8739 0.3869 0.0913 -0.03 -0.15 -0.18 0.081
H -0.3446 -2.3518 3.0480 0.48 0.23 -0.32 0.029
H -0.3688 -0.0946 3.1344 0.38 -0.07 -0.39 0.034
H -3.5182 -4.4064 0.3392 0.53 0.20 -0.18 0.098
H -4.3421 -4.9280 -1.0748 0.28 0.04 -0.39 0.158
H -5.2295 -2.2716 -0.1343 -0.25 0.01 -0.37 0.130
H -6.5774 -3.5223 1.6512 -0.01 0.23 0.18 0.092
H -4.9078 -3.0599 2.0986 0.11 -0.05 0.09 0.087
H -5.3344 -4.7398 1.6049 0.15 -0.01 0.23 0.094
H 0.3944 -1.8361 -3.1196 0.09 0.37 -0.05 0.129
H 1.5065 -1.7294 -1.8381 0.00 0.31 0.25 0.104
H -0.7626 -3.7836 -2.2039 -0.19 0.23 0.20 0.100
H 0.5000 -3.9230 -0.9829 -0.09 0.38 0.33 0.069
H 0.5970 -4.2505 -3.8797 0.11 0.20 -0.18 0.116
H 2.0181 -3.5005 -3.1753 0.18 -0.11 -0.03 0.122
H 0.8446 -5.9194 -1.7921 0.00 -0.04 0.13 0.095
H 1.5447 -6.1994 -3.3716 -0.02 -0.15 0.03 0.114
H 3.2802 -4.6014 -1.8788 0.43 -0.08 -0.36 0.119
H 2.7562 -8.2188 -0.8778 -0.02 0.04 -0.21 0.091
H 2.7028 -7.5350 0.7453 0.07 -0.06 0.05 0.084
H 1.3685 -7.2482 -0.3538 -0.07 -0.07 -0.15 0.064
C 3.9335 2.8149 2.9290 0.08 0.24 0.14 -0.048
C 3.3754 1.9018 3.9962 -0.06 -0.21 -0.50 -0.196
O 3.7989 2.3105 5.3173 0.01 -0.06 0.06 0.039
C 3.1174 3.3003 5.8639 -0.01 -0.10 -0.14 -0.408
O 2.1931 3.8928 5.3912 -0.05 0.07 0.07 0.170
C 3.6643 3.5833 7.2785 0.04 0.09 0.05 -0.550
F 5.0001 3.6217 7.2872 0.01 0.00 0.01 0.167
F 3.2699 2.6175 8.1204 -0.01 -0.03 0.00 0.164
F 3.2093 4.7452 7.7333 -0.03 0.00 0.00 0.173
H 5.0199 2.8704 3.0061 0.01 -0.09 -0.05 0.085
H 3.6665 2.4378 1.9422 -0.01 -0.04 0.01 0.076
H 3.5429 3.8268 3.0349 -0.08 -0.03 -0.03 0.081
H 3.7556 0.8915 3.8666 0.08 0.00 0.18 0.125
H 2.2891 1.8533 3.9528 -0.02 0.12 0.13 0.110
C 1.8684 8.8484 -4.2761 -0.26 -0.12 0.01 -0.060
C 2.1939 8.9231 -2.8011 0.36 0.18 -0.25 -0.194
O 1.0261 8.6741 -1.9915 -0.02 0.03 0.09 0.034
C 0.7028 7.4016 -1.8212 0.12 0.10 -0.06 -0.398
O 1.2694 6.4494 -2.2642 -0.03 -0.11 0.03 0.175
C -0.5316 7.3048 -0.9022 -0.26 0.01 0.09 -0.542
F -1.4727 8.1876 -1.2562 0.02 0.00 -0.03 0.167
F -0.1809 7.5664 0.3653 0.08 0.00 0.00 0.167
F -1.0641 6.0888 -0.9423 -0.05 0.31 -0.10 0.157
H 1.0530 9.5298 -4.5203 0.06 0.08 0.00 0.083
H 2.7427 9.1187 -4.8669 0.02 0.01 0.02 0.083
H 1.5567 7.8435 -4.5579 0.08 -0.03 0.01 0.079
H 2.5219 9.9240 -2.5301 -0.15 0.02 0.11 0.124
H 2.9865 8.2280 -2.5282 -0.12 -0.13 0.04 0.126
```
Positions in Å, forces in eV/Å.

Computed properties:
* max |F|: 2.16 eV/Å
* electronic energy: -126400.6241 eV

=====

3.
# C4H5NO

A single C4H5NO molecule in a non-equilibrium geometry (wB97M-V/def2-TZVPD, OMol25).

```
11
Properties=species:S:1:pos:R:3:forces:R:3:lowdin_charge:R:1
C 0.4552 0.4098 2.3748 0.21 -0.91 4.34 0.019
C 0.1128 0.6927 1.2051 -5.29 1.66 -8.61 0.027
N -0.5831 0.6723 -0.0498 1.62 0.46 1.73 -0.079
O -1.4454 1.4022 -1.1283 2.18 -0.61 4.39 -0.180
C -0.0558 -0.4023 -0.7811 -0.85 0.77 -2.89 -0.219
C -0.0746 -0.6432 -2.0940 0.25 -0.67 1.68 0.071
H -0.2247 -0.0539 3.1730 0.76 0.51 -1.53 0.118
H 1.4293 0.6861 2.7786 -0.06 0.03 -0.28 0.078
H 0.5007 -1.0816 -0.2939 1.76 -2.07 2.46 0.063
H 0.4425 -1.5570 -2.3293 0.12 -0.17 -0.38 0.059
H -0.5569 -0.1253 -2.8552 -0.71 1.01 -0.90 0.043
```
Positions in Å, forces in eV/Å.

Computed properties:
* max |F|: 10.24 eV/Å
* electronic energy: -7758.7535 eV
* structure (SMILES): C=C=[N+]([O-])C=C
* relative energy (zero: lowest compared OMol25 entry of this formula, charge and spin): 750.0 kJ/mol